1.
# C18H41BClF4N2O5P3Si

A 2-piece molecular cluster, C18H41BClF4N2O5P3Si overall (the ωB97M-V functional and the def2-TZVPD basis, OMol25).

Calculated values
* HOMO-LUMO gap: 8.424 eV
* electronic energy: -3394.49813 Ha

Each line ends with the Mulliken charge.
Geometry (Å):
H: 1.3653 3.1457 0.4566  -0.1615
Cl: -1.6123 2.3750 -3.3767  -0.2379
H: 2.9830 5.0281 1.6175  0.3829
C: -0.2852 1.3421 5.2955  -1.4145
F: -3.5696 3.9222 -1.1850  -0.3130
H: 1.5884 3.3180 2.2035  0.0750
O: -0.1765 4.1895 1.4181  -0.2915
F: -4.4116 6.0405 -0.8487  -0.3783
C: 0.8781 -1.7540 -1.2244  0.6108
P: 1.3982 -2.4718 -2.8747  -0.0849
C: 0.1456 -2.0654 -4.1681  -0.9511
H: -0.5664 -2.0512 0.2573  0.1103
C: -0.8330 -4.6825 0.0895  -0.8758
O: 1.1807 2.4555 -2.3604  -0.5182
H: -3.1576 1.1961 1.4147  0.7968
H: 0.4538 0.6892 5.7523  0.3748
O: -0.7407 3.1585 3.8101  -0.4220
H: -2.1333 -5.8292 -2.0449  0.3603
H: -0.0095 -2.9053 -4.8340  0.3493
C: -2.3403 1.2019 0.7034  -1.1164
H: -0.1660 1.4073 0.9041  -0.9325
H: -0.1604 -0.0026 -2.6639  0.5670
O: 2.7402 -1.5928 -3.3122  -0.5610
H: 2.4249 -2.5099 2.4490  0.5183
H: -3.0942 -4.4372 -2.5271  0.3836
C: -1.3904 -0.5482 -1.1016  -0.3890
H: 1.0704 2.8478 4.6999  0.4327
H: 0.7754 -2.1056 2.0301  0.3107
C: 2.0254 5.0916 1.1154  -1.3689
C: 0.2922 2.2455 4.2308  -0.0564
H: -1.1504 0.7875 4.9442  0.3274
H: -2.5547 1.9780 -0.0297  0.1771
P: -1.1217 3.1804 2.2404  0.8287
H: 3.8042 -3.7094 -1.4078  0.3944
F: -2.2064 5.7645 -1.4592  -0.4198
C: -1.5662 -4.0703 -1.0687  0.8065
H: -3.2435 -0.5466 -0.0748  0.2870
H: 0.7770 1.7056 3.4170  0.1467
H: -1.2883 -5.6333 0.3423  0.4634
N: -1.3471 -2.9391 -1.6018  -0.4038
H: 2.4241 -4.7204 -1.0367  0.3914
H: -0.6494 1.9916 6.0879  0.3530
P: -0.3392 2.1558 -1.7963  0.5329
C: -2.2262 -0.2375 0.1578  -1.1543
C: -2.6291 -4.9246 -1.6816  -1.4754
H: 0.2239 -4.8305 -0.1076  -0.0193
H: -3.3285 -5.2531 -0.9172  0.3638
C: -0.6336 -1.9285 -0.8218  0.0747
C: 1.6131 -2.7517 1.7672  -1.0949
H: -1.9514 -0.8483 1.0167  0.5839
H: 3.2433 -0.1409 0.4130  0.3396
C: 3.6158 -1.1329 0.1513  -1.3292
H: 1.7596 0.0844 -1.7025  0.5417
C: -1.0692 1.4919 1.5206  0.8287
H: 0.5387 -1.2574 -4.7914  0.3956
H: -2.0438 -0.7109 -1.9463  0.3871
C: 1.1959 3.8086 1.3101  0.7139
Si: 2.2363 -2.4306 0.0133  0.4718
O: -2.4731 3.6595 2.1209  -0.7677
H: -1.0031 0.7560 2.3216  0.3745
C: -0.2228 0.2997 -1.6127  -0.7597
H: 1.3489 -3.7952 1.8978  0.3056
F: -3.8871 5.3405 -2.9759  -0.4055
N: 1.0402 -0.2335 -1.0492  -0.0375
H: 1.1197 0.0653 -0.0767  0.3755
B: -3.5258 5.2796 -1.6140  0.5111
C: 3.1033 -3.9837 -0.6222  -1.3839
H: 2.5046 -0.8617 -3.9077  0.3118
H: 1.3115 3.4180 -2.4182  0.4096
H: -0.9795 -4.0571 0.9688  0.2665
H: 1.4232 5.9089 1.4924  0.3661
H: 4.3049 -1.4498 0.9264  0.4434
H: 2.1456 5.2562 0.0492  0.2739
H: -0.8180 -1.7667 -3.7748  0.2557
H: 4.1527 -1.0334 -0.7910  0.3270
H: 3.6966 -4.3840 0.2004  0.4216


2.
# C18H41ClN4O10P

A 5-piece molecular cluster, C18H41ClN4O10P overall (the ωB97M-V functional and the def2-TZVPD basis, OMol25).

Calculated values
* HOMO-LUMO gap: 8.641 eV
* electronic energy: -2483.28552 Ha
* net charge: -1

Each line ends with the Mulliken charge.
Geometry (Å):
C: 5.3473 8.7031 -10.9749  -1.4919
H: 11.0879 -1.3801 -15.6144  0.4657
N: 5.5522 6.3054 -10.6197  -0.7033
C: 5.3265 1.4789 -17.1069  -0.4646
N: 7.6094 -2.8478 -12.6658  0.4734
H: 4.3346 7.1614 -12.0420  0.3102
H: 5.9220 8.7293 -15.4693  0.2746
H: 10.6117 -0.1239 -14.4208  0.2903
H: 10.7350 -1.9399 -9.6987  0.3949
H: 8.8756 -1.4080 -16.3046  0.4295
C: 6.4786 7.2146 -12.6674  -0.0107
C: 5.5623 8.1552 -14.6109  -0.6237
H: 7.4603 7.0421 -12.2274  0.1754
N: 9.9560 -1.8913 -11.7154  0.3073
H: 6.3800 1.7332 -17.2987  0.2791
O: 12.3116 5.4251 -10.7852  -0.5920
H: 4.9388 3.6588 -14.6682  0.1181
O: 11.9117 4.8878 -12.9308  -0.3750
C: 6.7894 -1.6205 -12.6754  -1.2813
H: 11.5651 -1.5531 -13.9285  0.3045
H: 8.3216 -2.9523 -15.7517  0.2743
C: 10.7314 4.6968 -13.6999  -0.1575
C: 5.3308 7.3179 -11.6318  0.4325
O: 6.5176 1.5244 -11.9672  -0.6092
C: 6.9758 -4.0181 -12.0632  -1.0957
C: 10.7742 -1.1952 -14.5850  -1.0757
H: 4.5891 8.6197 -14.3985  0.2557
H: 5.3896 5.3623 -10.9406  0.2350
H: 6.2852 6.2534 -13.1700  0.0299
Cl: 7.2761 2.7327 -11.8548  1.5197
H: 5.0346 8.6706 -9.9272  0.4465
H: 5.9581 -3.8238 -11.7214  0.4274
C: 11.5363 5.3923 -11.6868  0.3055
H: 5.8743 1.0502 -15.0382  -0.0756
H: 10.8784 4.8075 -14.7768  0.3594
H: 7.6139 -1.4216 -15.1210  0.2294
H: 7.0246 -4.8657 -12.7394  0.3012
O: 7.8143 2.8648 -10.5205  -0.7529
C: 9.7961 5.7925 -13.1972  -0.2153
H: 4.2019 1.3163 -15.2512  0.2686
H: 9.5970 4.7207 -11.3346  -0.1089
O: 9.8643 -4.1332 -13.0520  -0.8618
O: 3.8788 4.5419 -16.8872  -0.5637
C: 10.0167 5.6614 -11.7039  0.0116
H: 5.0955 0.4929 -17.4954  0.3699
H: 7.4582 -4.2155 -11.0975  0.2792
O: 4.6271 2.5785 -17.7237  -0.3795
H: 6.4636 6.3748 -10.1922  0.2394
C: 4.5860 3.5803 -16.8002  0.5101
C: 5.3672 3.1763 -15.5418  -0.1354
H: 5.9354 -1.7664 -13.3422  0.4447
H: 7.4096 -0.8228 -13.0760  0.2283
N: 9.5360 -1.9205 -14.3655  0.3100
H: 10.0520 -3.4500 -10.3546  0.2548
H: 8.6151 -0.4309 -10.9971  0.2338
P: 9.2500 -2.7876 -12.9340  0.0707
H: 6.4014 3.5219 -15.5972  0.1528
H: 6.4060 -1.3799 -11.6851  0.4920
O: 8.4069 2.7057 -12.7520  -0.5919
C: 10.6310 -2.5501 -10.5878  -0.9918
H: 9.5091 0.0223 -12.4670  0.1714
O: 6.4746 3.8816 -12.2136  -0.5427
H: 11.5911 -2.9475 -10.9234  0.2838
H: 8.7871 5.5863 -13.5501  0.0485
H: 6.2951 9.2462 -10.9596  0.2951
C: 5.1757 1.6699 -15.6028  -0.1194
H: 10.2306 6.7092 -13.5975  0.3570
C: 9.5812 -0.4847 -11.5051  -0.9197
C: 8.5362 -1.9351 -15.4091  -0.9919
H: 9.8503 6.4901 -11.0225  0.4286
H: 5.3596 7.1242 -14.9082  0.2506
H: 10.3022 0.0458 -10.8866  0.5494
O: 6.5218 8.2808 -13.5946  -0.4571
H: 10.3188 3.6891 -13.5863  -0.0106
H: 4.6265 9.3880 -11.4348  0.3091


3.
# C18H41CuN2O8S2

C18H41CuN2O8S2 as an isolated structure (the ωB97M-V functional and the def2-TZVPD basis, OMol25).

Calculated values
* 2S+1: 2
* HOMO-LUMO gap (spin up / spin down): 8.531 / 5.708 eV
* electronic energy: -3858.35067 Ha
* net charge: +1

Each line ends with the Löwdin spin population.
Geometry (Å):
C: -0.7865 0.9065 -0.7651  0.0126
N: -2.2774 -2.4402 2.0579  0.0342
H: 0.1992 -6.4489 2.9874  0.0000
C: 0.0076 -2.3243 2.4910  -0.0008
C: -4.2077 -1.3027 -1.3040  -0.0008
H: 0.5301 7.1283 0.1119  0.0000
H: -2.0331 -4.9670 1.4458  0.0000
C: 5.2903 -1.2776 -1.0072  0.0000
C: 0.3025 1.6171 -1.5623  0.0063
H: -6.5812 -2.2652 -0.7054  0.0005
Cu: -2.3510 -0.3780 1.0522  0.5658
C: 2.8531 5.8861 -1.3542  0.0000
H: -2.9111 -3.2218 1.9712  0.0011
C: -4.9315 -1.3087 -0.0201  0.0014
C: 0.5056 5.3063 -0.7637  0.0000
C: -6.4293 -1.3183 -0.1873  0.0023
H: -0.1075 -2.2141 3.5693  0.0000
H: 4.5495 -0.6416 0.9054  0.0000
S: 3.9364 0.8607 -1.8373  0.0000
H: -0.5661 5.3005 -0.9625  0.0000
O: -0.4747 0.0351 -0.0078  0.0970
H: -2.4665 -2.4419 -3.0498  0.0000
H: 6.1462 0.1435 -2.5653  0.0000
H: -0.7478 -3.0446 0.6970  0.0007
H: -6.9494 -0.4702 -0.6327  0.0000
C: -1.0243 -3.0299 1.7512  0.0022
H: 6.1970 -1.8064 -0.7132  0.0000
H: 1.5102 5.0778 -2.7686  0.0000
O: -2.0020 1.2872 -0.7121  0.2355
O: -2.9006 -1.7483 -1.0456  -0.0026
H: -4.1478 -0.3193 -1.7704  -0.0003
H: -0.3315 -5.0070 1.3952  0.0002
H: -4.7758 -1.9426 -1.9792  0.0000
H: 1.1346 2.0275 -0.9902  0.0001
H: 3.9220 -2.2303 0.2725  0.0000
H: 3.4326 6.6832 -1.8199  0.0000
C: 3.1339 -0.2663 -0.5834  0.0002
O: 3.2896 0.4978 -3.0510  0.0001
H: 3.2178 4.8790 -1.5561  0.0000
H: 0.0979 -1.2826 2.1831  -0.0006
H: 6.1215 0.6146 -0.8906  0.0000
C: -1.1565 -4.5625 1.9518  0.0022
H: 0.5889 -5.3732 4.4191  0.0000
H: 2.6718 0.4217 0.1246  0.0000
H: -0.1989 2.2718 -2.2751  0.0027
O: 3.2923 5.1124 1.1996  0.0000
C: -0.1823 -5.8529 3.8164  0.0000
H: -1.0845 -2.1746 -1.9020  -0.0001
C: 4.2070 -1.2048 0.0372  0.0000
C: 0.8710 6.1456 0.4379  0.0000
H: 0.9121 0.8727 -2.0746  0.0009
O: 3.9313 2.2423 -1.3438  0.0000
H: -0.8171 -6.4259 4.4924  0.0000
H: 4.7703 -1.9261 -1.7124  0.0000
C: -2.1179 -2.5008 -2.0187  -0.0003
H: -6.9564 -1.4715 0.7543  0.0000
H: -2.3757 -2.2290 3.0407  -0.0003
H: -2.0014 -3.5107 -1.6254  0.0000
H: -4.6465 -2.2081 0.5258  -0.0001
H: 0.8947 4.3010 -0.6020  0.0000
O: -1.1925 -4.8874 3.3524  0.0003
H: 0.9511 -2.8473 2.3353  -0.0001
H: 2.2992 -0.8318 -0.9976  0.0001
C: 1.4333 5.6931 -1.8722  0.0000
H: 0.5832 5.7799 1.4235  0.0000
H: -4.8649 0.6819 0.4759  0.0010
H: 1.0589 6.6673 -2.1867  0.0000
S: 2.7080 6.2005 0.4168  0.0000
N: -4.4920 -0.2005 0.7958  0.0381
C: 5.5676 0.0568 -1.6457  0.0000
O: 3.0758 7.5725 0.7897  0.0000
H: -5.1046 -0.3664 1.5816  0.0001